1.
Density functional theory data (wB97M-V/def2-TZVPD) for C6H12Fe2N4O14 as an isolated structure in a non-equilibrium geometry.

Computed properties:
Lowest unoccupied orbital energy (alpha / beta)   -8.955 / -9.543 eV
Spin multiplicity   11
Net charge   +2
Orbital gap (alpha / beta)   4.9337 / 4.3460 eV

Atoms and positions in Å:
Fe: -0.97 0.64 4.26
Fe: 1.45 5.40 0.29
C: 1.94 1.25 1.17
O: 2.20 1.97 0.24
O: 1.02 0.50 1.28
O: 1.43 2.13 1.87
C: -4.08 3.13 6.13
O: -4.02 1.95 5.68
O: -4.87 3.98 5.76
O: -3.17 3.56 5.42
C: -7.11 1.69 -0.89
N: -5.65 1.36 -1.01
O: -5.07 1.49 -2.09
O: -5.10 1.32 0.09
H: -7.04 2.77 -0.78
H: -7.48 1.11 -0.05
H: -7.55 1.46 -1.86
C: -1.29 -6.43 4.70
N: -2.37 -5.42 4.69
O: -3.53 -5.73 4.98
O: -2.02 -4.25 4.55
H: -0.96 -6.37 3.66
H: -1.78 -7.40 4.85
H: -0.48 -6.16 5.39
C: 7.71 0.12 -2.14
N: 7.85 1.38 -2.89
O: 7.13 2.33 -2.62
O: 8.80 1.52 -3.63
H: 6.75 -0.29 -2.45
H: 7.82 0.45 -1.10
H: 8.55 -0.54 -2.35
C: 1.14 -0.06 -5.66
N: 2.43 0.46 -6.21
O: 3.35 -0.33 -6.39
O: 2.49 1.68 -6.28
H: 1.04 0.19 -4.61
H: 1.09 -1.15 -5.69
H: 0.36 0.33 -6.31

---

2.
Density functional theory data (wB97M-V/def2-TZVPD) for a 2-piece molecular cluster, C6H12I2N2 overall in a non-equilibrium geometry.

Computed properties:
Relative energy (zero: lowest compared OMol25 entry of this formula, charge and spin)   45.8 kcal per mole
Lowest unoccupied orbital energy   -8.254 eV
Net charge   +2
Orbital gap   7.5483 eV

Atoms and positions in Å:
C: 2.18 1.47 0.89
C: 3.32 1.93 1.43
C: -0.93 -0.87 -1.23
C: -1.81 -1.26 -2.08
C: -0.24 1.80 1.22
C: 1.19 0.86 2.91
N: 0.97 1.45 1.68
N: -1.69 -2.54 -2.68
I: 2.34 0.44 -0.97
I: -0.47 3.06 -0.52
H: 3.36 2.56 2.31
H: 4.28 1.95 0.96
H: -0.65 0.08 -0.93
H: -0.15 -1.61 -1.00
H: -2.59 -0.79 -2.56
H: -1.15 1.79 1.71
H: 2.02 0.09 2.94
H: 0.41 0.18 3.32
H: 1.41 1.64 3.73
H: -1.49 -2.57 -3.62
H: -2.47 -3.22 -2.67
H: -1.05 -3.12 -2.26